C2H2N2O3 | ωB97M-V/def2-TZVPD

Summary:
Net charge = -2
Frontier orbital gap (alpha / beta) = 5.83 / 6.31 eV
Relative energy (zero: lowest compared OMol25 entry of this formula, charge and spin) = 233.6 kJ/mol
LUMO level (alpha / beta) = 7.4 / 7.4 eV
Electronic energy = -412.45782 Eh

The geometry in XYZ format:
```
9
Properties=species:S:1:pos:R:3:forces:R:3
C -1.652538 0.756053 -0.006651 0.67 0.16 3.68
C -0.276021 0.261429 -0.351146 1.10 -0.86 0.46
N 1.552179 1.676634 -0.267057 -1.81 0.84 -0.72
N 2.597572 1.208255 -0.024082 1.11 1.01 0.03
O 3.014161 0.113715 0.436781 0.34 -1.70 0.48
O -2.022111 0.945967 1.199684 0.86 -0.46 0.72
O -2.425310 1.006655 -0.917624 -1.30 0.28 -3.39
H 0.471558 -0.427132 0.200804 -1.88 1.09 -0.74
H -0.310484 0.247140 -1.425190 0.91 -0.37 -0.51
```
Forces are in eV/Å.